1.
C6H12O in the gas phase, computed with ωB97M-V/def2-TZVPD.

```
19
Properties=species:S:1:pos:R:3:forces:R:3
O 0.768817 -1.514813 -0.175591 0.03 -0.13 -0.05
C -1.103940 -0.279034 0.452399 0.03 -0.04 -0.05
C 0.151793 0.358366 1.104963 0.05 0.02 0.00
C 1.358030 -0.359148 0.421695 0.14 0.08 0.12
C -2.199255 0.674945 -0.015717 -0.01 0.06 -0.01
C 2.181300 0.337732 -0.671190 0.00 0.07 0.01
C -0.456586 -1.045269 -0.696256 -0.23 -0.03 -0.16
H -1.777648 1.532455 -0.553651 -0.03 -0.13 0.06
H -1.539484 -1.010709 1.143882 0.09 0.11 -0.08
H -0.282754 -0.342477 -1.530044 -0.08 -0.19 0.02
H 1.628678 0.393772 -1.614674 0.00 0.12 0.21
H 0.160551 1.449851 1.011547 0.09 -0.15 -0.17
H 0.175294 0.129073 2.175299 0.01 0.12 -0.16
H -2.797312 1.059423 0.817005 0.15 -0.03 -0.09
H 3.060322 -0.286861 -0.867417 -0.12 0.15 0.04
H 2.057111 -0.705383 1.188697 -0.13 -0.07 -0.07
H -1.027020 -1.895048 -1.075014 0.02 0.04 0.11
H 2.528640 1.342618 -0.416322 -0.10 -0.09 0.14
H -2.886542 0.160500 -0.699603 0.08 0.08 0.13
```
Positions in Å, forces in eV/Å.

Output
Frontier orbital gap   10.78 eV
DFT total energy   -311.03896 Ha


2.
2 unconnected molecules or ions with the total composition C8H14N2O3, computed with ωB97M-V/def2-TZVPD.

```
27
Properties=species:S:1:pos:R:3:forces:R:3
O -2.458551 2.304290 1.210757 7.40 -5.38 0.13
O -0.133893 1.460658 0.519982 -2.79 0.67 0.79
O 2.465854 -0.973650 0.829456 -0.47 1.49 -0.10
N -0.363510 -0.792253 -3.498241 -1.22 1.43 -0.28
N -0.272170 -2.299825 1.143129 1.60 1.73 0.65
C -1.432643 1.450731 1.272525 -2.62 1.41 0.02
C -2.071084 1.166663 -3.939279 -0.17 0.19 -0.05
C -0.669210 -0.863553 0.896348 -2.74 -0.31 -1.53
C -1.265047 0.041336 2.158296 0.20 0.33 -1.55
C -1.117172 0.072349 -3.692850 0.79 -0.94 0.15
C 1.861420 -0.025392 -0.113861 0.30 1.78 -0.07
C 2.829266 -0.348700 2.109961 0.47 -0.84 0.49
C 0.236618 0.118507 -0.041166 -0.95 0.64 0.11
H -1.641559 2.142089 -3.687630 0.11 -0.30 0.03
H -0.219102 0.208072 -1.136407 1.29 -0.77 2.32
H 2.168722 -0.214165 -1.250183 -0.61 -0.22 2.69
H 3.787311 0.315270 1.972999 -2.04 -0.90 0.27
H -2.982304 1.050992 -3.342926 0.27 -0.17 -0.01
H -2.375675 1.208856 -4.990378 0.20 -0.20 0.16
H 0.401670 -2.246925 1.965502 -0.80 -0.48 -1.64
H -0.431028 0.208596 2.971330 -1.92 -0.25 -1.40
H 0.271661 -2.643315 0.296970 -0.76 0.66 1.56
H -1.661403 -0.989520 0.243647 1.99 0.37 1.18
H -2.315851 -0.364896 2.553160 2.65 0.97 -0.82
H 2.322087 1.044349 0.145137 -1.19 -2.03 -0.65
H 1.909263 0.209945 2.571815 1.88 -0.81 -0.82
H 3.156329 -1.240506 2.831906 -0.88 1.93 -1.62
```
Positions in Å, forces in eV/Å.

Output
Frontier orbital gap   10.00 eV
DFT total energy   -648.28437 Ha


3.
2 unconnected molecules or ions with the total composition C11H22O2P, computed with ωB97M-V/def2-TZVPD.

```
36
Properties=species:S:1:pos:R:3:forces:R:3
P -4.238613 -1.194111 -0.512247 -0.09 -1.65 -0.88
O -4.745955 0.171855 -0.313417 0.40 0.82 -0.04
O -5.050021 -1.869031 -1.803691 0.48 0.67 0.41
C 2.447642 1.224488 1.340965 0.12 0.15 -0.21
C -4.416383 -2.332054 0.779419 0.87 0.69 -0.70
C 1.464140 0.836163 0.215380 0.01 -0.32 0.54
C 1.672305 -0.588328 -0.305864 0.07 0.25 -0.34
C -0.782873 -0.810119 -0.892337 0.12 0.17 -0.42
C -0.988094 0.613658 -0.387837 -0.07 -0.26 0.43
C 0.664223 -0.928590 -1.403284 -0.07 -0.23 0.42
C 3.880917 0.749624 1.096607 -0.26 -0.04 0.17
C 0.015789 0.966588 0.703900 0.03 0.27 -0.36
C 2.473700 2.741766 1.535637 -0.10 -0.17 0.14
C -1.811719 -1.162105 -1.924467 -1.81 -0.23 1.25
H -1.906671 -0.440248 -2.728349 -0.11 0.17 -0.12
H 0.803457 -0.246944 -2.246674 -0.03 0.03 -0.12
H 3.038714 3.004585 2.432072 0.02 0.06 0.00
H 0.849904 -1.944306 -1.764096 -0.04 0.01 -0.08
H 3.953247 -0.333373 1.133314 0.07 -0.12 -0.06
H -2.008966 0.704692 -0.011829 -0.02 0.11 -0.06
H -3.984116 -1.940427 1.696738 -0.03 0.04 0.21
H 1.554094 -1.294297 0.520865 0.06 -0.08 0.10
H -0.176722 1.983635 1.052644 0.00 0.00 0.11
H -1.725817 -2.178668 -2.302513 -0.02 -0.13 -0.06
H -4.009801 -3.315000 0.548797 -0.02 -0.16 -0.08
H 4.236623 1.090199 0.126130 0.08 0.03 -0.16
H 2.682911 -0.702699 -0.707620 0.04 -0.04 0.11
H -0.129950 0.293430 1.553594 0.02 -0.02 0.09
H 1.613925 1.525948 -0.623692 0.03 0.08 -0.07
H -0.890644 -1.498038 -0.042571 0.02 0.01 0.07
H -0.878784 1.308482 -1.225339 -0.05 0.06 -0.10
H 2.951247 3.219826 0.678965 0.02 0.05 -0.06
H 4.540141 1.156315 1.862483 0.11 0.04 0.05
H 1.469148 3.146039 1.636867 -0.03 0.10 0.02
H 2.093498 0.762653 2.272247 -0.03 -0.01 -0.07
H -4.660499 -2.721606 -1.990795 0.19 -0.36 -0.12
```
Positions in Å, forces in eV/Å.

Output
Net charge   -1
Frontier orbital gap (spin up / spin down)   5.86 / 5.86 eV
DFT total energy   -924.17616 Ha